[1]
DFT (ωB97M-V/def2-TZVPD) results for 4 unconnected molecules or ions with the total composition C20H27F9NO6S.

Last column: Löwdin charge in e.
Atoms and positions in Å:
S 3.29023 -3.15675 1.11340  0.71
C 2.36030 -3.58237 -0.39724  -0.52
C 0.80913 -3.55414 -0.28953  -0.24
C 0.22048 -2.48409 0.67270  -0.15
C -1.23618 -2.88295 0.92122  -0.16
C -2.21384 -2.78143 -0.08872  0.03
C -3.48993 -3.19001 0.17611  -0.02
N -3.83316 -3.66890 1.37504  0.12
C -2.93208 -3.75764 2.36151  -0.02
C -1.62919 -3.37028 2.18716  0.04
H 2.70846 -3.85729 2.11867  -0.13
H 2.71457 -2.93309 -1.20875  0.08
H 2.64647 -4.61172 -0.66016  0.07
H 0.43506 -3.29414 -1.29743  0.11
H 0.40181 -4.56009 -0.09885  0.12
H 0.68660 -2.45335 1.66215  0.08
H 0.20239 -1.50360 0.17279  0.14
H -1.90656 -2.38746 -1.05628  0.14
H -4.20645 -3.10101 -0.64154  0.15
H -4.78572 -3.98859 1.52870  0.19
H -3.21358 -4.15466 3.33853  0.15
H -0.90763 -3.45038 2.99946  0.14
C -9.31519 -2.50142 -4.10419  -0.05
C -7.90992 -1.96301 -3.94512  -0.19
O -7.71995 -1.39730 -2.62908  0.04
C -7.43763 -2.24979 -1.66078  -0.41
O -7.32462 -3.43768 -1.77786  0.16
C -7.21985 -1.49475 -0.34506  -0.54
F -8.14135 -0.55776 -0.13566  0.19
F -6.01952 -0.87536 -0.32197  0.14
F -7.24658 -2.30832 0.72073  0.15
H -10.04882 -1.72711 -3.87728  0.09
H -9.47561 -2.85305 -5.12260  0.09
H -9.49897 -3.32970 -3.41923  0.08
H -7.73990 -1.15261 -4.65121  0.13
H -7.16049 -2.72896 -4.14412  0.12
C 5.94178 -0.30269 0.37065  -0.06
C 4.76243 0.60266 0.08913  -0.20
O 5.19700 1.88522 -0.39447  0.02
C 5.48138 1.95348 -1.69450  -0.39
O 5.40420 1.04795 -2.47017  0.18
C 5.87823 3.38759 -2.06466  -0.54
F 6.72225 3.92216 -1.17242  0.17
F 4.79528 4.18331 -2.11183  0.15
F 6.47295 3.45223 -3.25165  0.18
H 6.64067 0.17843 1.05598  0.09
H 5.60570 -1.24150 0.81026  0.04
H 6.49348 -0.52702 -0.54276  0.08
H 4.21426 0.79410 1.01084  0.12
H 4.06447 0.14576 -0.61369  0.12
C 3.49313 5.80106 0.16382  -0.06
C 3.73474 4.83094 1.30022  -0.20
O 4.05438 5.52793 2.51727  0.04
C 3.01895 5.98900 3.21214  -0.39
O 1.86857 5.86930 2.90653  0.17
C 3.50983 6.66171 4.50058  -0.54
F 4.56399 7.45614 4.27878  0.17
F 3.88503 5.74284 5.40524  0.16
F 2.55894 7.40797 5.05916  0.17
H 4.34744 6.46842 0.04287  0.09
H 3.33024 5.26442 -0.76642  0.06
H 2.62198 6.42771 0.35852  0.08
H 4.59498 4.20226 1.07343  0.11
H 2.88092 4.16932 1.45162  0.12

Properties
electronic energy: -2581.285583 hartree
molecular weight: 580.5 g mol⁻¹
charge: +1
Kohn-Sham gap: 7.6538 eV
E_HOMO: -11.952 eV

=====

[2]
DFT (ωB97M-V/def2-TZVPD) results for a molecular structure, C7H25O6Ti.

Last column: Löwdin charge in e.
Atoms and positions in Å:
Ti 0.53555 0.26871 -0.37324  0.71
O 1.57856 -1.07374 1.17186  -0.42
H 2.37772 -1.53238 0.84703  -0.01
C -0.36357 -1.12885 4.00232  -0.17
O -0.63076 -0.90300 2.63585  -0.16
H -1.28379 -1.18885 4.58345  0.07
H 0.20410 -2.01851 4.27500  0.08
H 0.17414 -0.26352 4.38985  0.06
H 0.17940 -1.11621 2.16703  -0.02
C 1.20432 1.88641 2.61238  -0.19
O 1.97889 1.50476 1.52134  -0.15
H 1.65432 1.63761 3.57347  0.08
H 0.99296 2.95564 2.62576  0.08
H 0.21682 1.42497 2.61631  0.05
H 1.97745 0.54584 1.56680  -0.02
C 2.85497 0.14988 -2.18066  -0.18
O 1.54637 0.45935 -2.48010  -0.19
H 3.08245 -0.80979 -2.64476  0.09
H 3.53975 0.91353 -2.54947  0.09
H 3.05504 0.01677 -1.11748  0.07
H 1.55122 0.82294 -3.36857  0.10
C -1.49635 2.51872 -2.26185  -0.05
C -2.09080 2.40694 -0.83470  -0.31
O -1.15462 1.88487 0.03710  -0.15
H -0.77899 3.33779 -2.21072  0.08
H -2.28380 2.73604 -2.98352  0.08
H -0.98412 1.59166 -2.51930  0.05
H -2.96388 1.75793 -0.76683  0.11
H -2.32347 3.38420 -0.41169  0.12
H -1.58229 1.82028 0.89415  0.10
C -1.18453 -3.50015 -1.80137  -0.08
C -1.07090 -2.34683 -0.85907  -0.33
O -0.97851 -1.17964 -1.63583  -0.15
H -1.96520 -3.35820 -2.54870  0.08
H -1.47666 -4.37507 -1.22062  0.08
H -0.20337 -3.64938 -2.25211  0.08
H -0.12460 -2.36632 -0.31849  0.10
H -1.92413 -2.26195 -0.18610  0.12
H -1.83956 -0.95243 -1.99438  0.10

Properties
electronic energy: -1582.445353 hartree
molecular weight: 253.1 g mol⁻¹
charge: 0
Kohn-Sham gap (alpha / beta): 4.2495 / 9.2028 eV
expectation value of S²: 3.752
spin multiplicity: 4
E_HOMO (alpha / beta): -3.888 / -9.015 eV

=====

[3]
DFT (ωB97M-V/def2-TZVPD) results for a single C21H30N6O molecule.

Last column: Löwdin charge in e.
Atoms and positions in Å:
C -4.12729 -1.82576 -0.44253  -0.09
H -3.93187 -2.82954 -0.81246  0.07
H -4.09918 -1.13598 -1.28286  0.06
C -3.07744 -1.46066 0.60033  -0.18
H -2.08664 -1.67685 0.19551  0.09
H -3.21539 -2.08975 1.48120  0.12
C -3.08886 0.01363 1.06232  -0.49
N -2.59710 0.82742 -0.04554  0.03
C -1.40820 1.39187 -0.40609  -0.23
N -1.57023 1.90037 -1.61017  0.07
N -2.81561 1.65843 -1.97560  -0.01
N -3.43348 1.02904 -1.07030  0.04
C -0.14271 1.50790 0.38351  -0.22
N 0.49626 0.19318 0.48200  -0.11
C 0.66815 -0.54420 -0.75547  -0.14
C 0.80286 -2.02822 -0.54260  -0.19
C 0.31132 -2.69233 0.57725  -0.13
N 0.40987 -3.99620 0.76494  0.07
C 1.00573 -4.72217 -0.16378  -0.15
C 1.53307 -4.17550 -1.32427  -0.06
C 1.42958 -2.80818 -1.51006  -0.03
H 1.82998 -2.34294 -2.40074  0.12
H 2.01427 -4.80084 -2.06027  0.10
H 1.06162 -5.78410 0.03494  0.10
H -0.18551 -2.15146 1.37072  0.10
H 1.53670 -0.20512 -1.33804  0.11
H -0.21512 -0.36849 -1.37810  0.13
C 1.64963 0.12905 1.37464  -0.09
C 2.98224 0.50111 0.79846  -0.26
C 3.83562 -0.18958 -0.01400  -0.03
C 4.95450 0.65259 -0.22695  -0.05
C 4.70379 1.78776 0.47664  -0.11
O 3.51805 1.70457 1.10173  0.02
H 5.26617 2.69009 0.61049  0.12
H 5.81980 0.43696 -0.81918  0.10
H 3.69316 -1.17900 -0.39956  0.11
H 1.72185 -0.90489 1.73069  0.12
H 1.44774 0.77628 2.23123  0.14
H -0.42905 1.76167 1.41315  0.13
C 0.72508 2.71026 -0.08293  -0.35
C -0.08998 4.00019 0.02662  -0.06
H -0.56129 4.08558 1.00492  0.08
H 0.56054 4.86031 -0.11190  0.08
H -0.86017 4.02918 -0.73894  0.07
C 1.32136 2.59140 -1.48262  -0.05
H 2.09145 1.82530 -1.52444  0.06
H 1.78519 3.53773 -1.75342  0.08
H 0.54468 2.36716 -2.20686  0.06
H 1.54632 2.78278 0.63695  0.12
C -4.50315 0.49779 1.39238  -0.03
H -5.11820 0.52058 0.49878  0.07
H -4.46603 1.50249 1.80914  0.09
H -4.95437 -0.16609 2.12442  0.09
C -2.21200 0.15366 2.30369  -0.02
H -1.20633 -0.21124 2.11611  0.06
H -2.64954 -0.43546 3.10599  0.10
H -2.17093 1.18914 2.63546  0.09
H -5.12667 -1.80910 -0.01713  0.07

Properties
electronic energy: -1221.930765 hartree
molecular weight: 382.5 g mol⁻¹
charge: 0
Kohn-Sham gap: 9.4637 eV
E_HOMO: -8.803 eV
SMILES: CCC(C)(C)n1nnnc1[C@H](C(C)C)N(Cc1cccnc1)Cc1ccco1

=====

[4]
DFT (ωB97M-V/def2-TZVPD) results for a molecular structure, C21H31N3O6S.

Last column: Löwdin charge in e.
Atoms and positions in Å:
C 1.47055 1.05879 5.08042  0.06
C 1.16623 1.24448 3.52792  -0.39
O 1.90458 0.73748 2.58182  -0.03
N 0.06022 1.82837 3.32081  0.11
C -0.40267 2.15483 2.13906  -0.20
C -1.89622 1.86541 2.06197  -0.02
C -2.55648 1.94953 0.91339  0.06
C -1.59006 2.30974 -0.45213  -0.20
C -0.22306 2.41748 -0.31645  -0.07
C 0.25628 2.29641 0.96312  -0.03
H 1.36840 2.14682 0.91669  0.14
H 0.40413 2.59059 -1.21979  0.14
S -2.44302 2.65990 -1.89092  0.81
O -3.95455 2.15669 -1.84960  -0.39
O -2.02413 3.82783 -2.53806  -0.25
N -2.02050 1.25164 -2.94928  -0.27
C -0.76254 1.63892 -3.57582  -0.09
H -0.59189 2.58980 -3.68398  0.00
H 0.11107 1.11979 -3.32177  0.04
H -0.81621 1.02113 -4.69664  0.17
C -2.35315 0.01418 -2.93482  -0.23
C -1.50477 -1.14998 -2.20278  -0.43
O -0.83974 -1.86872 -2.87903  0.14
O -1.53477 -0.91084 -0.86621  0.01
C -0.23031 -1.43226 -0.43146  -0.15
C -0.78466 -1.29006 1.22586  0.06
H -0.98245 -2.18319 1.86745  0.09
H 0.09338 -0.94221 1.66521  0.02
H -1.64086 -0.76974 1.49888  0.04
H -0.49952 -2.48569 -0.51577  0.16
C 0.95588 -0.82744 -0.70301  -0.52
O 1.02784 0.25257 -1.31850  0.02
N 2.02010 -1.34534 -0.15142  0.01
C 3.32083 -0.54970 -0.28849  -0.01
H 3.62590 -0.05031 0.56004  0.04
H 3.04642 -0.03563 -1.37248  0.15
H 4.18417 -1.21936 -0.77663  0.11
C 1.94729 -2.72599 0.70999  -0.18
C 3.03450 -2.48590 1.84736  -0.09
C 2.99005 -3.93822 2.64942  -0.27
C 3.29951 -4.89202 1.88768  -0.35
C 2.54071 -5.27768 0.62682  -0.05
C 2.70492 -3.77103 -0.16781  -0.11
H 2.05205 -3.76147 -1.00438  0.08
H 3.81144 -3.58222 -0.60757  0.16
H 2.92766 -5.69842 -0.11163  0.02
H 1.51942 -5.17132 0.86564  0.10
H 3.30602 -5.68694 2.44245  0.06
H 4.58329 -4.72552 1.40656  0.22
H 3.66155 -3.79867 3.57848  0.16
H 1.98749 -3.92300 2.92607  0.11
H 4.09153 -2.22663 1.51089  0.11
H 2.64598 -1.46898 2.29844  0.11
H 1.03336 -2.80905 1.03703  0.05
H -2.82082 -0.36037 -3.87929  0.13
H -3.56595 -0.08482 -2.36804  0.21
H -3.48299 1.98983 0.61101  0.03
H -2.48615 1.60386 2.87564  0.09
H -0.55978 1.91259 4.03405  0.13
H 1.24448 2.01709 5.55670  0.10
H 0.84904 0.59046 5.57788  -0.03
H 2.44511 0.61105 5.23297  0.10

Properties
electronic energy: -1832.064180 hartree
molecular weight: 453.6 g mol⁻¹
charge: 0
Kohn-Sham gap: 7.7683 eV
E_HOMO: -8.023 eV

=====

[5]
DFT (ωB97M-V/def2-TZVPD) results for a molecular structure, C29H32F6Ge2KNO2Sb.

Last column: Löwdin charge in e.
Atoms and positions in Å:
K 1.59340 -0.97955 -1.10961  0.96
F 0.29129 -0.12808 2.11046  -0.43
Sb 2.15920 -0.73872 2.02315  1.43
F 1.91097 -1.97127 3.40830  -0.32
F 2.57040 0.64356 3.20862  -0.32
F 1.43073 -2.05968 0.80195  -0.49
F 2.24720 0.42086 0.46724  -0.49
F 3.87767 -1.33556 1.59040  -0.32
C -3.82705 0.53643 4.72670  -0.24
Ge -2.40759 -0.47156 3.77086  0.77
C -0.89341 -0.88448 4.96249  -0.22
C -3.07279 -2.00536 2.70986  -0.24
Ge -1.78621 1.27742 2.01592  1.20
C -0.75397 2.91088 2.38097  -0.34
C -0.45917 3.17771 3.71694  -0.11
C 0.09131 4.39368 4.08273  -0.06
C 0.36594 5.34511 3.11264  -0.06
C 0.11673 5.06990 1.77467  -0.07
C -0.44097 3.85791 1.40673  -0.12
C -3.05256 1.67146 0.54613  -0.33
C -3.58031 2.96375 0.51628  -0.12
C -4.68518 3.25004 -0.26828  -0.07
C -5.26788 2.25303 -1.03588  -0.06
C -4.73409 0.97197 -1.03093  -0.07
C -3.64017 0.67825 -0.23606  -0.12
H -4.27836 -0.09293 5.49023  0.02
H -4.60866 0.85371 4.03918  0.02
H -3.40278 1.41223 5.21492  0.02
H -1.25128 -1.52893 5.76474  0.03
H -0.47967 0.02242 5.39966  0.02
H -0.10712 -1.40417 4.42362  -0.01
H -3.38474 -2.80576 3.37867  0.02
H -2.28014 -2.38609 2.06735  0.01
H -3.92648 -1.71335 2.10087  0.01
H -0.66973 2.42822 4.47216  0.09
H 0.29998 4.59759 5.12318  0.11
H 0.77565 6.30330 3.39983  0.11
H 0.34635 5.81002 1.02087  0.11
H -0.63733 3.64350 0.36309  0.11
H -3.13015 3.74523 1.11576  0.09
H -5.09300 4.25100 -0.27626  0.11
H -6.13981 2.47316 -1.63641  0.11
H -5.18086 0.19844 -1.63990  0.10
H -3.23314 -0.32516 -0.23700  0.08
C 0.28917 -4.64323 -3.96908  -0.03
O 0.46634 -3.32539 -4.46392  -0.07
C 1.52497 -2.61522 -4.03901  -0.24
C 2.51680 -3.09639 -3.18499  -0.03
C 3.61019 -2.31393 -2.84974  -0.11
C 3.74062 -1.03036 -3.35883  -0.10
C 2.76142 -0.53689 -4.20268  -0.02
C 1.64310 -1.29761 -4.52532  -0.18
N 0.67127 -0.74446 -5.37610  0.14
C -0.65898 -0.84588 -5.35685  0.01
C -1.51516 -1.29609 -4.36173  -0.13
C -2.87788 -1.52560 -4.72355  -0.03
C -3.77686 -2.03359 -3.84357  -0.09
C -3.37022 -2.33022 -2.51865  -0.07
C -2.10416 -2.06630 -2.10327  -0.02
C -1.12039 -1.48913 -2.97583  -0.34
O -0.00530 -1.12013 -2.53184  -0.22
H -0.59033 -5.02845 -4.47885  0.10
H 0.10233 -4.63405 -2.89258  0.10
H 1.15258 -5.27116 -4.19687  0.10
H 2.45366 -4.09963 -2.78942  0.12
H 4.39069 -2.73228 -2.22813  0.12
H 4.61045 -0.43243 -3.12606  0.12
H 2.85402 0.45831 -4.61894  0.13
H 1.05103 -0.13173 -6.08480  0.16
H -1.12587 -0.51938 -6.28214  0.15
H -3.17319 -1.31701 -5.74378  0.12
H -4.79691 -2.22881 -4.13914  0.10
H -4.09393 -2.75255 -1.83298  0.11
H -1.79492 -2.24923 -1.08028  0.11

Properties
electronic energy: -6922.643142 hartree
molecular weight: 846.6 g mol⁻¹
charge: +1
Kohn-Sham gap: 6.8087 eV
E_HOMO: -10.552 eV

=====

[6]
DFT (ωB97M-V/def2-TZVPD) results for a molecular structure, C20H18F3O3Rh.

Last column: Löwdin charge in e.
Atoms and positions in Å:
C 0.15810 1.40088 1.82514  -0.13
C 1.47587 1.29305 1.28836  -0.11
C 1.44906 1.71560 -0.07542  -0.15
H 2.34451 0.92264 1.82078  0.12
C 0.08452 2.09102 -0.39321  -0.21
C -0.71643 1.90223 0.79763  -0.18
H -1.78267 2.10891 0.89607  0.12
H -0.13880 1.13876 2.82971  0.11
H 2.29946 1.73141 -0.74680  0.09
H -0.28080 2.49406 -1.32861  0.10
C 0.23675 -1.79990 -1.18023  -0.14
C -0.16142 -2.17781 0.14230  -0.14
C -1.45781 -1.61857 0.41002  -0.15
H 0.43309 -2.75513 0.84142  0.11
C -1.86086 -0.86726 -0.74507  -0.17
C -0.80318 -0.96297 -1.72460  -0.19
H -0.81343 -0.52458 -2.71594  0.10
H 1.17812 -2.05797 -1.65270  0.11
H -2.00687 -1.73406 1.33907  0.12
H -2.80812 -0.34846 -0.87766  0.12
Rh -0.06078 0.05377 0.00500  1.26
O 0.13799 1.38327 -3.18013  -0.15
C 1.53260 1.56771 -3.50635  -0.09
C 0.55414 2.56919 -4.04934  -0.16
H 2.14704 1.88975 -2.66880  0.09
H 1.94328 0.84466 -4.21396  0.12
H 0.51440 3.54789 -3.54256  0.15
H -0.16860 4.62399 -5.65730  0.11
C -0.16743 3.67116 -6.18632  -0.03
C 0.14416 2.49722 -5.45672  -0.18
C 0.11874 1.25268 -6.12522  -0.03
H 0.31497 0.34061 -5.56137  0.11
C -0.15225 1.19854 -7.49258  -0.07
H -0.14820 0.23036 -8.00147  0.11
C -0.42979 2.37041 -8.20863  -0.08
H -0.64865 2.32122 -9.27619  0.10
C -0.45043 3.60757 -7.54795  -0.08
H -0.68196 4.52524 -8.09668  0.11
F -0.09910 -2.39700 5.84810  0.13
C -0.28156 -1.87028 4.61906  -0.48
F -1.17310 -2.66338 3.93911  0.09
F -0.87415 -0.63747 4.76927  0.09
C 1.06797 -1.71626 3.78267  -0.59
O 2.08227 -2.05476 4.39875  0.04
O 0.88734 -1.26587 2.61526  -0.07

Properties
electronic energy: -1408.489972 hartree
molecular weight: 466.3 g mol⁻¹
charge: 0
Kohn-Sham gap (alpha / beta): 7.3517 / 4.8372 eV
expectation value of S²: 6.016
spin multiplicity: 5
E_HOMO (alpha / beta): -7.050 / -8.508 eV

=====

> What is the charge in the sixth record?

0

=====

> Among the records above, which one has the lowest electronic energy?

C29H32F6Ge2KNO2Sb